Run one
C2H6NO | ωB97M-V/def2-TZVPD

Last columns: bonded neighbours and bond lengths (Å).
Geometry (Å):
1 C -0.415 1.796 -1.464  C2 1.409, O4 1.441, H5 1.105, H6 1.160
2 C 0.234 0.709 -0.846  C1 1.409, O4 1.262
3 N 0.313 -1.585 0.958  H8 1.035, H9 1.058, H10 1.079
4 O 0.983 1.457 -1.534  C1 1.441, C2 1.262
5 H -0.897 1.794 -2.458  C1 1.105
6 H -0.758 2.707 -0.832  C1 1.160
7 H 0.175 -0.379 0.129  no bonds
8 H -0.662 -1.904 1.095  N3 1.035
9 H 0.842 -1.425 1.860  N3 1.058
10 H 0.852 -2.432 0.563  N3 1.079

Properties
2S+1 ... 1
Charge ... +1
E_LUMO ... -5.234 eV
Molecular weight ... 60.1 g/mol


Run two
C2H6NO | ωB97M-V/def2-TZVPD

Last columns: bonded neighbours and bond lengths (Å).
Geometry (Å):
1 O -1.630 0.022 -0.228  C2 1.326, H5 0.969
2 C -0.455 -0.197 0.347  O1 1.326, C3 1.496, N4 1.465, H6 1.275
3 C 0.773 -0.758 -0.296  C2 1.496, N4 1.492, H7 0.986, H8 1.121
4 N 0.555 0.714 -0.197  C2 1.465, C3 1.492, H9 1.020, H10 0.998
5 H -2.317 0.368 0.360  O1 0.969
6 H -0.378 -0.084 1.615  C2 1.275
7 H 1.525 -1.135 0.220  C3 0.986
8 H 0.471 -1.148 -1.303  C3 1.121
9 H 1.124 1.095 0.559  N4 1.020
10 H 0.332 1.124 -1.078  N4 0.998

Properties
2S+1 ... 1
Charge ... +1
E_LUMO ... -3.747 eV
Molecular weight ... 60.1 g/mol
SMILES string ... O[C@H]1C[NH2+]1


Least stable: run one


Run one
C4H6ClFNO2 | ωB97M-V/def2-TZVPD

Last columns: bonded neighbours and bond lengths (Å).
Geometry (Å):
1 C 1.395 -1.060 -0.234  C2 1.396, O6 1.250, H10 1.102
2 C 1.431 -0.059 0.738  C1 1.396, C3 1.305, N5 1.420
3 C 0.827 1.074 0.506  C2 1.305, O7 1.130
4 C -2.729 0.501 -1.165  F8 1.396, Cl9 1.721, H11 1.105, H12 1.076
5 N 2.021 -0.187 2.024  C2 1.420, H13 0.957, H14 1.067
6 O 0.705 -1.169 -1.270  C1 1.250, H15 0.994
7 O 0.372 2.071 0.235  C3 1.130
8 F -1.480 0.745 -1.737  C4 1.396
9 Cl -2.545 -0.318 0.338  C4 1.721
10 H 1.976 -1.984 -0.077  C1 1.102
11 H -3.301 -0.057 -1.929  C4 1.105
12 H -3.244 1.433 -1.011  C4 1.076
13 H 2.297 0.534 2.589  N5 0.957
14 H 2.110 -1.175 2.418  N5 1.067
15 H 0.164 -0.349 -1.425  O6 0.994

Properties
2S+1 ... 1
Charge ... +1
E_LUMO ... -5.285 eV
Molecular weight ... 154.5 g/mol


Run two
C4H6ClFNO2 | ωB97M-V/def2-TZVPD

Last columns: bonded neighbours and bond lengths (Å).
Geometry (Å):
1 C -1.027 -0.645 -1.103  C2 1.317, O7 1.377, H10 1.077
2 C -0.121 -0.150 -0.284  C1 1.317, N5 1.475
3 C 3.787 -1.451 -0.063  C4 1.452, O6 1.157
4 C 4.380 -0.200 0.375  C3 1.452, F8 1.364, Cl9 1.807, H11 1.095
5 N -0.585 0.697 0.830  C2 1.475, H12 1.028, H13 1.026, H14 1.035
6 O 2.822 -2.041 -0.304  C3 1.157
7 O -2.364 -0.382 -0.902  C1 1.377, H15 0.961
8 F 3.553 0.491 1.212  C4 1.364
9 Cl 4.465 0.610 -1.237  C4 1.807
10 H -0.754 -1.268 -1.938  C1 1.077
11 H 5.370 -0.259 0.838  C4 1.095
12 H -0.475 1.692 0.595  N5 1.028
13 H -0.064 0.497 1.692  N5 1.026
14 H -1.593 0.506 0.962  N5 1.035
15 H -2.905 -0.834 -1.555  O7 0.961

Properties
2S+1 ... 1
Charge ... +1
E_LUMO (alpha / beta) ... -3.549 / -6.312 eV
Molecular weight ... 154.5 g/mol


Least stable: run two


Run one
C9H14O | ωB97M-V/def2-TZVPD

Last columns: bonded neighbours and bond lengths (Å).
Geometry (Å):
1 C -1.588 1.465 -2.549  C3 1.459, H11 1.090, H12 1.086, H16 1.177
2 C -0.963 2.913 -0.681  C3 1.397, C4 1.416, H9 1.170
3 C -0.849 1.670 -1.308  C1 1.459, C2 1.397, C5 1.379
4 C -0.172 3.189 0.461  C2 1.416, C6 1.419, H10 1.138
5 C -0.088 0.625 -0.826  C3 1.379, C7 1.494, H13 1.080
6 C 0.685 2.149 0.908  C4 1.419, C7 1.335, O8 1.355
7 C 0.678 0.904 0.427  C5 1.494, C6 1.335, H14 1.167
8 O 1.399 2.339 2.045  C6 1.355, H15 1.041
9 H -1.708 3.704 -1.113  C2 1.170
10 H -0.104 4.279 0.779  C4 1.138
11 H -2.179 0.566 -2.369  C1 1.090
12 H -0.954 1.080 -3.343  C1 1.086
13 H 0.007 -0.235 -1.471  C5 1.080
14 H 1.278 0.070 0.979  C7 1.167
15 H 1.418 3.361 2.237  O8 1.041
16 H -2.299 2.355 -2.844  C1 1.177
17 C 0.982 -4.035 1.764  C18 1.565, H19 1.088, H20 1.162, H21 1.136
18 C 0.415 -3.681 0.348  C17 1.565, H22 1.017, H23 1.093, H24 1.130
19 H 1.935 -4.544 1.641  C17 1.088
20 H 1.235 -3.068 2.356  C17 1.162
21 H 0.193 -4.538 2.409  C17 1.136
22 H -0.130 -4.436 -0.063  C18 1.017
23 H 1.082 -3.297 -0.428  C18 1.093
24 H -0.276 -2.835 0.641  C18 1.130

Properties
2S+1 ... 2
Charge ... +1
E_LUMO (alpha / beta) ... -4.289 / -7.950 eV
Molecular weight ... 138.2 g/mol


Run two
C9H14O | ωB97M-V/def2-TZVPD

Last columns: bonded neighbours and bond lengths (Å).
Geometry (Å):
1 C 1.980 -1.312 -2.391  C7 1.529, H14 1.114, H15 1.087, H16 1.080
2 C -1.203 -1.619 0.410  C3 1.383, C4 1.416, O8 1.343
3 C -0.568 -0.401 0.253  C2 1.383, C5 1.366, H10 1.092
4 C -0.631 -2.807 -0.106  C2 1.416, C6 1.397, H11 1.090
5 C 0.436 -0.183 -0.647  C3 1.366, C7 1.451, H12 1.061
6 C 0.408 -2.625 -1.021  C4 1.397, C7 1.367, H13 1.068
7 C 0.938 -1.391 -1.275  C1 1.529, C5 1.451, C6 1.367
8 O -2.206 -1.740 1.295  C2 1.343, H9 1.009
9 H -2.827 -0.956 1.166  O8 1.009
10 H -0.907 0.441 0.860  C3 1.092
11 H -0.777 -3.801 0.318  C4 1.090
12 H 0.885 0.761 -0.825  C5 1.061
13 H 0.877 -3.548 -1.282  C6 1.068
14 H 2.591 -2.235 -2.268  C1 1.114
15 H 2.617 -0.431 -2.381  C1 1.087
16 H 1.438 -1.565 -3.290  C1 1.080
17 C 0.022 3.028 0.701  C18 1.575, H19 1.062, H20 1.073, H21 1.088
18 C -0.758 2.916 2.064  C17 1.575, H22 1.096, H23 1.150, H24 1.078
19 H -0.277 2.134 0.211  C17 1.062
20 H -0.156 3.956 0.194  C17 1.073
21 H 1.075 2.939 0.962  C17 1.088
22 H -1.780 3.308 2.005  C18 1.096
23 H -0.901 1.777 2.125  C18 1.150
24 H -0.276 3.355 2.922  C18 1.078

Properties
2S+1 ... 2
Charge ... +1
E_LUMO (alpha / beta) ... -4.066 / -7.786 eV
Molecular weight ... 138.2 g/mol


Least stable: run one


Run one
C3H9NS | ωB97M-V/def2-TZVPD

Last columns: bonded neighbours and bond lengths (Å).
Geometry (Å):
1 C -2.357 -1.424 -0.292  S2 1.826, H3 1.105, H4 1.176, H5 1.124
2 S -0.837 -0.488 -0.677  C1 1.826
3 H -2.838 -2.115 -1.008  C1 1.105
4 H -3.177 -0.586 -0.387  C1 1.176
5 H -2.386 -1.955 0.698  C1 1.124
6 C 1.616 1.446 -0.467  N8 1.411, H9 1.119, H10 1.135, H11 1.127
7 C 0.707 0.074 1.144  N8 1.348, H12 1.152, H13 1.089
8 N 1.731 0.260 0.287  C6 1.411, C7 1.348, H14 1.082
9 H 1.124 2.316 0.036  C6 1.119
10 H 2.607 1.921 -0.747  C6 1.135
11 H 1.200 1.062 -1.442  C6 1.127
12 H 0.197 1.050 1.478  C7 1.152
13 H 0.385 -0.886 1.546  C7 1.089
14 H 2.028 -0.674 -0.172  N8 1.082

Properties
2S+1 ... 2
Charge ... +1
E_LUMO (alpha / beta) ... -4.619 / -6.866 eV
Molecular weight ... 91.2 g/mol


Run two
C3H9NS | ωB97M-V/def2-TZVPD

Last columns: bonded neighbours and bond lengths (Å).
Geometry (Å):
1 C 2.303 -0.910 -0.533  S2 1.982, H3 1.150, H4 1.072, H5 1.118
2 S 1.041 -1.498 0.877  C1 1.982, C7 1.893
3 H 2.709 0.117 -0.212  C1 1.150
4 H 3.147 -1.572 -0.529  C1 1.072
5 H 1.712 -0.910 -1.482  C1 1.118
6 C -2.103 0.811 -0.158  N8 1.430, H9 1.090, H10 1.135, H11 1.108
7 C 0.125 0.159 0.850  S2 1.893, N8 1.491, H12 1.143, H13 1.075
8 N -0.751 0.380 -0.336  C6 1.430, C7 1.491, H14 1.027
9 H -2.713 0.072 0.362  C6 1.090
10 H -2.545 0.819 -1.203  C6 1.135
11 H -2.153 1.780 0.378  C6 1.108
12 H 0.854 1.039 0.886  C7 1.143
13 H -0.538 0.269 1.689  C7 1.075
14 H -1.089 -0.556 -0.588  N8 1.027

Properties
2S+1 ... 2
Charge ... +1
E_LUMO (alpha / beta) ... -3.556 / -8.733 eV
Molecular weight ... 91.2 g/mol


Least stable: run two